Record 1
{"formula": "C28H44GeN2O6PbSeTe", "method": "ωB97M-V with the def2-TZVPD basis set", "charge": 1, "largest_force_ha_per_bohr": 0.0274, "relative_energy_ev": 2.461, "homo_lumo_gap_ev": [8.5, 7.2], "multiplicity": 2, "e_tot_ha": -6593.0774, "elements": ["Pb", "O", "N", "C", "C", "C", "C", "Ge", "C", "C", "C", "C", "H", "H", "H", "H", "H", "H", "H", "H", "H", "H", "H", "H", "H", "H", "H", "H", "H", "H", "H", "C", "C", "O", "N", "Te", "C", "C", "C", "C", "C", "C", "C", "C", "C", "C", "C", "C", "C", "C", "C", "C", "C", "C", "H", "H", "H", "H", "H", "H", "H", "H", "H", "H", "H", "H", "H", "H", "H", "H", "H", "H", "H", "H", "H", "H", "H", "H", "H", "O", "Se", "O", "O", "O"], "xyz": [[-0.86, 4.37, 0.40], [-1.82, 2.47, 1.84], [-2.08, 1.37, 1.32], [6.31, -0.88, 1.07], [6.71, -0.10, -0.19], [5.51, 0.48, -0.95], [4.80, 1.65, -0.25], [3.47, 1.23, 1.08], [1.99, 0.22, 0.33], [2.26, -1.27, 0.11], [2.64, -2.05, 1.38], [2.92, -3.52, 1.09], [7.19, -1.28, 1.58], [5.66, -1.73, 0.81], [5.78, -0.25, 1.79], [7.25, -0.76, -0.86], [7.39, 0.72, 0.08], [4.81, -0.33, -1.16], [5.86, 0.84, -1.92], [4.24, 2.24, -0.98], [5.52, 2.35, 0.20], [3.90, 0.77, 2.48], [1.76, 0.73, -0.61], [1.14, 0.39, 0.99], [3.07, -1.40, -0.62], [1.38, -1.74, -0.33], [1.83, -1.96, 2.11], [3.52, -1.59, 1.84], [2.04, -4.00, 0.65], [3.19, -4.07, 2.00], [3.74, -3.62, 0.38], [-2.27, 3.06, -3.70], [-1.82, 3.27, -2.27], [-1.33, 4.38, -1.97], [-1.87, 2.34, -1.29], [-2.99, 0.76, -1.46], [-1.83, -0.99, -1.67], [-0.56, -1.02, -2.26], [0.27, 0.21, -2.58], [-0.03, -2.27, -2.56], [-0.71, -3.45, -2.32], [-0.13, -4.78, -2.73], [-1.97, -3.38, -1.73], [-2.56, -2.17, -1.41], [-3.95, -2.15, -0.81], [-3.29, 0.92, 0.71], [-2.54, 0.09, 1.85], [-1.62, -1.08, 1.60], [-3.22, 0.08, 3.16], [-4.31, 0.80, 3.42], [-4.98, 0.78, 4.76], [-4.95, 1.58, 2.36], [-4.56, 1.61, 1.08], [-5.38, 2.36, 0.05], [-2.30, 4.01, -4.22], [-3.26, 2.59, -3.74], [-1.56, 2.40, -4.20], [0.01, 1.07, -1.97], [0.15, 0.47, -3.64], [1.33, -0.01, -2.43], [0.96, -2.31, -3.01], [0.96, -4.76, -2.72], [-0.45, -5.03, -3.74], [-0.46, -5.59, -2.07], [-2.52, -4.29, -1.52], [-4.30, -3.16, -0.63], [-4.68, -1.68, -1.49], [-3.98, -1.62, 0.14], [-0.74, -0.95, 2.22], [-1.31, -1.15, 0.57], [-2.11, -2.01, 1.90], [-2.80, -0.58, 3.91], [-4.36, 0.28, 5.51], [-5.94, 0.25, 4.70], [-5.19, 1.79, 5.11], [-5.85, 2.12, 2.63], [-6.16, 2.93, 0.54], [-5.86, 1.69, -0.65], [-4.77, 3.07, -0.51], [1.25, 5.11, 1.54], [2.20, 4.11, 0.65], [2.76, 2.87, 1.68], [1.06, 3.36, -0.34], [3.43, 4.77, -0.13]]}

=====

Record 2
{"formula": "C28H44LuN4O3Si", "method": "ωB97M-V with the def2-TZVPD basis set", "charge": 1, "largest_force_ha_per_bohr": 0.0408, "relative_energy_ev": 0.702, "homo_lumo_gap_ev": 6.7, "e_tot_ha": -3062.9755, "elements": ["Lu", "O", "C", "C", "C", "C", "C", "C", "C", "O", "N", "N", "C", "C", "C", "C", "C", "C", "N", "H", "H", "H", "H", "H", "H", "H", "H", "H", "H", "C", "N", "C", "C", "O", "H", "H", "H", "H", "H", "H", "H", "C", "C", "C", "C", "Si", "C", "C", "C", "C", "C", "C", "C", "C", "H", "H", "H", "H", "H", "H", "H", "H", "H", "H", "H", "H", "H", "H", "H", "H", "H", "H", "H", "H", "H", "H", "H", "H", "H", "H", "H"], "xyz": [[0.28, 0.45, -0.11], [-4.44, -2.33, -1.81], [-4.80, -1.04, -1.70], [-6.17, -0.76, -1.75], [-6.63, 0.53, -1.64], [-5.73, 1.60, -1.48], [-4.39, 1.33, -1.44], [-3.89, 0.02, -1.54], [-2.44, -0.17, -1.44], [-1.66, 0.83, -1.21], [-1.99, -1.41, -1.57], [-0.68, -1.52, -1.19], [-0.05, -2.55, -1.62], [1.28, -2.85, -1.09], [1.95, -3.97, -1.56], [3.17, -4.30, -1.00], [3.66, -3.51, 0.02], [2.92, -2.40, 0.42], [1.76, -2.05, -0.13], [-3.46, -2.36, -1.75], [-6.85, -1.59, -1.88], [-7.69, 0.72, -1.68], [-6.10, 2.61, -1.41], [-3.67, 2.13, -1.35], [-0.54, -3.23, -2.31], [1.50, -4.56, -2.35], [3.71, -5.17, -1.34], [4.59, -3.73, 0.51], [3.30, -1.78, 1.21], [-2.94, 4.14, 2.93], [-2.23, 3.34, 1.93], [-2.05, 3.96, 0.62], [-1.74, 2.17, 2.25], [-1.07, 1.42, 1.51], [-2.38, 5.06, 3.12], [-3.03, 3.58, 3.85], [-3.93, 4.39, 2.56], [-3.02, 4.26, 0.23], [-1.60, 3.24, -0.06], [-1.41, 4.84, 0.72], [-1.95, 1.86, 3.27], [4.05, 0.31, -1.14], [3.91, 1.83, -0.95], [5.30, 2.37, -0.55], [3.56, 2.38, -2.33], [2.49, 2.24, 0.31], [3.06, 2.01, 2.16], [3.74, 0.65, 2.32], [1.87, 1.95, 3.13], [4.03, 3.09, 2.67], [1.91, 4.08, 0.05], [3.05, 5.10, -0.08], [1.03, 4.53, 1.22], [1.03, 4.20, -1.21], [4.80, 0.11, -1.92], [3.12, -0.14, -1.49], [4.37, -0.21, -0.24], [6.02, 2.16, -1.36], [5.68, 1.89, 0.35], [5.30, 3.44, -0.39], [4.26, 1.98, -3.07], [3.62, 3.46, -2.39], [2.55, 2.09, -2.65], [3.04, -0.14, 2.03], [4.00, 0.48, 3.37], [4.65, 0.55, 1.73], [1.13, 1.19, 2.86], [1.33, 2.90, 3.22], [2.22, 1.69, 4.14], [4.89, 3.21, 2.02], [4.39, 2.82, 3.66], [3.54, 4.06, 2.76], [3.71, 5.10, 0.79], [2.63, 6.11, -0.16], [3.66, 4.94, -0.96], [1.60, 4.67, 2.14], [0.22, 3.82, 1.43], [0.57, 5.50, 0.98], [1.61, 4.21, -2.13], [0.46, 5.13, -1.19], [0.30, 3.38, -1.30]]}

=====

Record 3
{"formula": "C28H44N4O5SbSeSi3V", "method": "ωB97M-V with the def2-TZVPD basis set", "largest_force_ha_per_bohr": 0.0135, "relative_energy_ev": 0.000, "homo_lumo_gap_ev": [8.0, 8.1], "multiplicity": 3, "e_tot_ha": -6142.8282, "elements": ["V", "C", "Sb", "C", "C", "C", "C", "C", "C", "N", "Si", "C", "C", "C", "C", "C", "C", "C", "C", "C", "N", "Si", "C", "C", "C", "Si", "C", "C", "C", "H", "H", "H", "H", "H", "H", "H", "H", "H", "H", "H", "H", "H", "H", "H", "H", "H", "H", "H", "H", "H", "H", "H", "H", "H", "H", "H", "H", "H", "H", "H", "H", "H", "H", "H", "H", "H", "H", "N", "C", "O", "C", "C", "C", "N", "C", "C", "H", "H", "H", "H", "H", "H", "O", "Se", "O", "O", "O"], "xyz": [[-0.16, -0.98, -1.21], [3.53, -0.21, 1.71], [1.42, -0.60, 1.46], [1.62, -1.63, -0.46], [2.36, -1.06, -1.61], [3.73, -0.99, -1.83], [4.20, -0.49, -3.03], [3.29, -0.06, -4.00], [1.94, -0.14, -3.71], [1.50, -0.62, -2.56], [2.08, -3.44, -0.11], [1.31, -4.04, 1.49], [3.94, -3.67, 0.15], [1.71, -4.46, -1.63], [0.66, 1.54, 1.18], [-0.42, 1.79, 0.18], [-1.32, 2.85, 0.33], [-2.12, 3.26, -0.71], [-2.04, 2.62, -1.94], [-1.22, 1.52, -2.01], [-0.46, 1.10, -0.98], [0.04, 1.83, 2.99], [-0.16, 3.62, 3.55], [1.27, 1.15, 4.25], [-1.60, 0.94, 3.15], [2.00, 2.83, 0.67], [3.27, 3.22, 1.99], [1.22, 4.49, 0.27], [2.84, 2.32, -0.92], [3.99, -1.20, 1.70], [3.71, 0.25, 2.68], [3.98, 0.39, 0.92], [4.42, -1.32, -1.06], [5.26, -0.44, -3.22], [3.63, 0.32, -4.95], [1.20, 0.18, -4.43], [1.91, -3.73, 2.35], [1.29, -5.13, 1.47], [0.28, -3.70, 1.62], [4.37, -3.05, 0.94], [4.52, -3.51, -0.76], [4.08, -4.71, 0.44], [0.76, -4.19, -2.08], [1.66, -5.52, -1.37], [2.50, -4.33, -2.37], [-1.35, 3.39, 1.26], [-2.80, 4.10, -0.58], [-2.64, 2.91, -2.79], [-1.18, 0.91, -2.91], [0.75, 4.21, 3.42], [-0.37, 3.58, 4.62], [-0.98, 4.17, 3.09], [2.27, 1.56, 4.12], [1.33, 0.06, 4.27], [0.91, 1.47, 5.23], [-2.41, 1.51, 2.68], [-1.86, 0.82, 4.21], [-1.57, -0.05, 2.69], [2.81, 3.66, 2.88], [3.94, 3.97, 1.57], [3.88, 2.38, 2.31], [0.57, 4.89, 1.05], [0.65, 4.47, -0.66], [2.04, 5.21, 0.13], [3.49, 1.45, -0.84], [3.46, 3.16, -1.27], [2.11, 2.12, -1.70], [-7.65, -2.85, -1.07], [-7.37, -1.59, -0.64], [-8.13, -0.93, 0.03], [-6.03, -1.07, -1.08], [-5.28, -0.32, -0.19], [-4.01, 0.07, -0.57], [-3.48, -0.21, -1.76], [-4.23, -0.89, -2.62], [-5.51, -1.35, -2.33], [-8.47, -3.28, -0.68], [-6.90, -3.45, -1.35], [-5.68, -0.09, 0.79], [-3.37, 0.60, 0.13], [-3.77, -1.12, -3.58], [-6.06, -1.91, -3.06], [-3.48, -3.11, -0.78], [-1.90, -3.01, -0.62], [-1.38, -1.67, 0.28], [-1.12, -2.41, -2.05], [-1.15, -4.35, -0.14]]}

=====

Record 4
{"formula": "C28H44O26S2", "method": "ωB97M-V with the def2-TZVPD basis set", "largest_force_ha_per_bohr": 0.0996, "relative_energy_ev": 0.000, "homo_lumo_gap_ev": 10.6, "e_tot_ha": -3845.9366, "elements": ["C", "C", "C", "O", "C", "O", "O", "H", "H", "H", "H", "H", "H", "C", "C", "C", "O", "C", "O", "O", "H", "H", "H", "H", "H", "H", "C", "C", "C", "O", "C", "O", "O", "H", "H", "H", "H", "H", "H", "C", "C", "C", "O", "C", "O", "O", "H", "H", "H", "H", "H", "H", "C", "C", "C", "O", "C", "O", "O", "H", "H", "H", "H", "H", "H", "C", "C", "C", "O", "C", "O", "O", "H", "H", "H", "H", "H", "H", "C", "C", "O", "S", "O", "O", "O", "H", "H", "H", "H", "C", "C", "O", "S", "O", "O", "O", "H", "H", "H", "H"], "xyz": [[3.32, -0.37, 4.46], [3.68, -1.62, 3.78], [3.00, -2.89, 4.27], [3.09, -3.77, 3.13], [3.06, -2.94, 2.02], [2.82, -3.26, 0.90], [3.25, -1.65, 2.39], [3.60, -0.40, 5.52], [2.24, -0.22, 4.40], [3.79, 0.51, 4.06], [4.78, -1.78, 3.73], [1.93, -2.78, 4.47], [3.42, -3.34, 5.15], [-1.20, -0.84, -5.01], [-2.10, -1.69, -4.16], [-3.31, -2.49, -4.71], [-3.40, -3.64, -3.94], [-2.21, -3.89, -3.28], [-1.96, -4.82, -2.55], [-1.38, -2.91, -3.54], [-1.71, 0.05, -5.43], [-0.85, -1.49, -5.80], [-0.34, -0.54, -4.40], [-2.34, -1.07, -3.28], [-3.10, -2.88, -5.69], [-4.25, -1.91, -4.61], [2.75, 2.10, -0.04], [2.13, 3.50, 0.11], [1.63, 4.00, -1.19], [0.38, 3.30, -1.32], [-0.13, 3.18, -0.08], [-1.27, 3.08, 0.19], [0.88, 3.41, 0.83], [2.30, 1.52, -0.87], [2.60, 1.56, 0.88], [3.84, 2.12, -0.20], [2.84, 4.21, 0.55], [2.24, 3.62, -2.02], [1.59, 5.08, -1.24], [-3.59, 1.71, -2.15], [-4.36, 2.51, -3.20], [-5.87, 2.18, -3.28], [-6.49, 3.44, -3.64], [-5.68, 4.43, -3.18], [-5.91, 5.62, -3.25], [-4.51, 3.94, -2.81], [-2.63, 2.23, -2.09], [-3.43, 0.73, -2.61], [-4.12, 1.72, -1.21], [-3.87, 2.50, -4.19], [-6.32, 1.84, -2.35], [-6.07, 1.45, -4.07], [0.23, -1.58, -0.55], [-0.81, -1.32, 0.49], [-0.90, -2.34, 1.67], [-0.50, -1.61, 2.83], [-0.29, -0.31, 2.53], [0.01, 0.49, 3.36], [-0.54, -0.09, 1.22], [0.53, -0.63, -0.98], [-0.17, -2.17, -1.40], [1.07, -2.09, -0.07], [-1.78, -1.15, 0.07], [-0.11, -3.06, 1.49], [-1.91, -2.76, 1.75], [4.13, -1.54, -1.55], [5.25, -1.28, -0.58], [6.11, -2.51, -0.23], [7.40, -1.99, -0.16], [7.52, -0.85, -0.88], [8.55, -0.36, -1.20], [6.28, -0.46, -1.21], [3.87, -0.55, -1.95], [3.34, -1.94, -0.93], [4.31, -2.16, -2.43], [4.92, -0.70, 0.33], [6.10, -3.21, -1.06], [5.78, -3.00, 0.70], [2.87, 3.31, 3.46], [1.42, 3.21, 4.01], [1.69, 3.57, 5.39], [3.12, 3.28, 5.88], [3.05, 2.13, 6.76], [3.80, 4.50, 6.22], [3.72, 2.92, 4.48], [3.04, 4.32, 3.09], [3.14, 2.62, 2.64], [0.97, 2.22, 4.08], [0.82, 4.05, 3.64], [-7.41, -2.03, 0.02], [-6.61, -0.94, -0.73], [-5.25, -1.39, -0.79], [-4.99, -2.28, 0.45], [-4.35, -1.45, 1.47], [-4.33, -3.44, 0.00], [-6.41, -2.56, 0.92], [-7.74, -2.92, -0.51], [-8.12, -1.53, 0.69], [-6.61, 0.01, -0.17], [-6.92, -0.77, -1.75]]}

=====

Record 5
{"formula": "C28H45BrHgN2OP2", "method": "ωB97M-V with the def2-TZVPD basis set", "charge": 2, "largest_force_ha_per_bohr": 0.0616, "relative_energy_ev": 0.000, "homo_lumo_gap_ev": 6.4, "e_tot_ha": -4688.1932, "elements": ["C", "C", "C", "C", "N", "C", "C", "C", "C", "C", "C", "C", "C", "C", "Hg", "P", "H", "H", "H", "H", "H", "H", "H", "H", "C", "C", "H", "H", "H", "H", "H", "C", "C", "H", "H", "H", "H", "H", "C", "C", "H", "H", "H", "H", "H", "Br", "P", "C", "C", "H", "H", "H", "H", "H", "C", "C", "H", "H", "H", "H", "H", "C", "C", "H", "H", "H", "H", "H", "C", "N", "C", "C", "O", "H", "H", "H", "H", "H", "H", "H"], "xyz": [[-0.55, -0.92, 4.99], [-1.09, -1.85, 4.09], [-2.49, -1.90, 3.93], [-3.28, -1.07, 4.73], [-2.74, -0.22, 5.60], [-1.42, -0.12, 5.74], [-0.27, -2.73, 3.35], [0.44, -3.56, 2.78], [1.27, -3.62, 1.60], [1.74, -2.36, 1.14], [2.20, -2.21, -0.17], [1.86, -3.27, -1.03], [1.72, -4.60, -0.55], [1.45, -4.77, 0.81], [0.29, -0.23, -0.96], [-1.02, 1.62, 0.39], [-2.93, -2.66, 3.27], [0.53, -0.90, 5.17], [-4.38, -1.12, 4.65], [-1.03, 0.60, 6.46], [1.34, -5.79, 1.22], [1.62, -1.48, 1.77], [1.78, -5.47, -1.21], [2.68, -1.29, -0.52], [-1.41, 3.23, -0.42], [-2.56, 4.07, 0.14], [-1.57, 3.01, -1.49], [-0.48, 3.83, -0.38], [-2.72, 4.95, -0.50], [-3.52, 3.54, 0.17], [-2.34, 4.45, 1.14], [-2.60, 0.92, 1.04], [-3.21, 1.63, 2.25], [-2.40, -0.13, 1.28], [-3.31, 0.92, 0.19], [-4.17, 1.15, 2.49], [-2.58, 1.56, 3.15], [-3.43, 2.69, 2.04], [-0.01, 2.04, 1.88], [-0.30, 3.37, 2.57], [1.04, 2.00, 1.55], [-0.15, 1.21, 2.59], [0.37, 3.48, 3.42], [-0.13, 4.24, 1.92], [-1.32, 3.42, 2.96], [1.39, -2.88, -2.91], [-1.47, -1.09, -2.72], [-3.03, -0.14, -2.58], [-3.92, -0.04, -3.80], [-2.74, 0.87, -2.26], [-3.58, -0.57, -1.73], [-4.77, 0.60, -3.56], [-3.41, 0.42, -4.66], [-4.31, -1.01, -4.13], [-1.06, -1.23, -4.50], [-1.63, -2.45, -5.23], [0.04, -1.23, -4.57], [-1.40, -0.31, -4.99], [-1.20, -2.48, -6.23], [-1.39, -3.40, -4.73], [-2.72, -2.38, -5.34], [-1.78, -2.75, -1.95], [-3.09, -3.42, -2.29], [-1.66, -2.62, -0.87], [-0.93, -3.37, -2.26], [-3.10, -4.40, -1.80], [-3.95, -2.86, -1.92], [-3.20, -3.57, -3.36], [5.08, 2.19, -0.27], [4.08, 2.93, -1.03], [4.52, 4.07, -1.84], [2.82, 2.49, -1.11], [2.41, 1.44, -0.54], [6.02, 2.73, -0.33], [5.21, 1.18, -0.67], [4.77, 2.10, 0.78], [4.41, 3.86, -2.91], [3.88, 4.94, -1.62], [5.57, 4.29, -1.60], [2.15, 3.15, -1.72]]}